Model one:
Computed, not measured: the molecule C3H5NO2, with ωB97M-V with the def2-TZVPD basis set.

Its SMILES is N#C[C@H](O)CO. The gap between HOMO and LUMO comes out at 11.42 eV. The value obtained for the molecular weight is 87.1 g/mol.

Last column: Löwdin charge in e.
Geometry (Å):
O: -0.905 1.700 0.190  -0.04
C: -0.255 0.671 -0.503  -0.23
C: 0.345 -0.369 0.476  -0.38
O: -0.632 -1.086 1.168  0.00
C: 1.133 -1.302 -0.380  -0.14
N: 1.045 -1.869 -1.385  0.17
H: -0.232 2.296 0.541  0.10
H: -1.013 0.188 -1.137  0.13
H: 0.529 1.040 -1.180  0.13
H: 0.973 0.126 1.212  0.14
H: -1.278 -1.413 0.522  0.11

***

Model two:
Computed, not measured: the molecule C3H5NO2, with ωB97M-V with the def2-TZVPD basis set.

Its SMILES is [H]/N=C(\O)[C@@H]1CO1. The gap between HOMO and LUMO comes out at 11.30 eV. The value obtained for the molecular weight is 87.1 g/mol.

Last column: Löwdin charge in e.
Geometry (Å):
O: 0.034 1.583 -0.289  -0.05
C: -0.072 0.476 0.592  -0.26
C: -1.203 0.779 -0.251  -0.04
N: 0.212 -1.844 0.494  0.17
C: 0.685 -0.724 0.147  -0.48
O: 1.692 -0.347 -0.660  0.09
H: 1.458 0.610 -0.828  0.12
H: -0.045 0.759 1.635  0.16
H: -2.124 1.144 0.205  0.12
H: -1.329 0.226 -1.178  0.13
H: 0.690 -2.661 0.133  0.06

***

Model three:
Computed, not measured: a cluster of 4 separate species, C3H5NO2 in total, with ωB97M-V with the def2-TZVPD basis set.

The gap between HOMO and LUMO (alpha / beta) comes out at 5.88 / 5.89 eV. The value obtained for the molecular weight is 87.1 g/mol.

Last column: Löwdin charge in e.
Geometry (Å):
N: 2.391 0.629 0.125  0.07
C: 1.682 0.052 -0.588  -0.23
O: -0.095 -0.890 -1.030  -0.10
C: -0.751 -1.146 -0.009  -0.18
C: -1.226 0.891 0.504  -0.15
O: -1.845 0.581 1.459  0.07
H: 0.821 1.951 0.911  0.11
H: 1.743 -0.282 -1.605  0.08
H: -0.242 -1.471 0.916  0.12
H: -1.714 -1.662 -0.155  0.12
H: -1.118 1.303 -0.525  0.09

***

Model four:
Computed, not measured: the molecule C3H5NO2, with ωB97M-V with the def2-TZVPD basis set.

Its SMILES is C=C(C)ON=O. The gap between HOMO and LUMO comes out at 9.16 eV. The value obtained for the molecular weight is 87.1 g/mol.

Last column: Löwdin charge in e.
Geometry (Å):
C: -1.100 0.712 -0.310  0.04
C: 0.075 0.109 0.015  -0.43
C: 1.413 0.414 -0.571  -0.03
N: -1.236 -1.377 1.167  -0.03
O: -1.331 -2.187 1.976  0.12
O: 0.110 -0.894 0.956  -0.04
H: -1.000 1.391 -1.166  0.06
H: -2.084 0.278 0.016  0.07
H: 2.159 0.300 0.190  0.08
H: 1.407 1.452 -0.827  0.07
H: 1.587 -0.199 -1.446  0.09

***

Of them, the most stable is model one and the least stable is model three.

***

Model one:
Computed, not measured: a structure of composition CH4NP, with ωB97M-V with the def2-TZVPD basis set.

The gap between HOMO and LUMO comes out at 8.24 eV. The value obtained for the molecular weight is 61.0 g/mol.

Last column: Löwdin charge in e.
Geometry (Å):
C: -0.269 -0.799 0.153  -0.32
N: -0.109 0.583 0.087  -0.51
P: 1.119 1.490 0.096  0.75
H: 0.511 -1.443 0.034  -0.02
H: -1.016 -1.261 -0.956  0.16
H: -0.744 -1.303 1.057  0.08
H: 0.508 2.732 -0.470  -0.14

***

Model two:
Computed, not measured: a cluster of 2 separate species, CH4NP in total, with ωB97M-V with the def2-TZVPD basis set.

The gap between HOMO and LUMO (alpha / beta) comes out at 7.40 / 7.42 eV. The value obtained for the molecular weight is 61.0 g/mol.

Last column: Löwdin charge in e.
Geometry (Å):
C: 0.909 -0.506 -0.272  -0.11
N: 1.127 0.765 -0.360  0.05
P: -3.105 0.259 0.575  0.33
H: -1.999 0.433 1.573  -0.30
H: 1.057 -1.287 -0.981  0.06
H: 0.415 -0.730 0.593  0.00
H: 1.595 1.065 -1.128  -0.02

***

Of them, the most stable is model one and the least stable is model two.

***

Model one:
Computed, not measured: a structure of composition C6H12N4O2, with ωB97M-V with the def2-TZVPD basis set.

The gap between HOMO and LUMO comes out at 8.79 eV. The value obtained for the molecular weight is 172.2 g/mol.

Last column: Löwdin charge in e.
Geometry (Å):
C: 1.784 1.042 -1.053  -0.21
C: -0.939 1.259 -0.687  -0.56
C: -0.301 -1.289 2.003  -0.03
C: 0.122 -1.730 -0.417  -0.10
C: -0.276 0.504 0.420  -0.13
C: 1.667 1.159 0.347  -0.48
N: 1.976 0.745 -2.148  0.20
N: -1.695 0.548 -1.549  0.19
N: 2.468 0.253 1.000  0.10
N: -0.490 -0.857 0.537  -0.23
O: -0.664 2.424 -0.865  0.05
O: 1.645 2.443 0.959  0.00
H: 0.660 -1.027 2.447  0.06
H: -1.169 -0.807 2.506  0.09
H: -0.456 -2.405 2.058  0.09
H: 0.170 -1.168 -1.397  0.09
H: 1.178 -2.014 -0.152  0.10
H: -0.566 -2.486 -0.394  0.05
H: -0.539 1.134 1.238  0.13
H: -1.976 -0.367 -1.168  0.11
H: -2.130 0.997 -2.311  0.10
H: 3.444 0.317 0.672  0.11
H: 2.525 0.459 2.008  0.11
H: 1.683 3.131 0.234  0.13

***

Model two:
Computed, not measured: a cluster of 2 separate species, C6H12N4O2 in total, with ωB97M-V with the def2-TZVPD basis set.

Its SMILES is C[C@@H](O)[C@@H]1CO1.Cc1nn[nH]n1. The gap between HOMO and LUMO comes out at 10.56 eV. The value obtained for the molecular weight is 172.2 g/mol.

Last column: Löwdin charge in e.
Geometry (Å):
C: -0.900 -2.264 -0.609  -0.02
C: -1.067 -1.151 0.394  -0.39
C: -1.147 0.200 -0.280  -0.30
C: -1.999 1.268 0.241  -0.11
C: 1.048 2.283 0.065  -0.02
C: 1.616 0.915 -0.146  -0.46
H: -1.745 -2.258 -1.300  0.10
H: -0.018 -2.103 -1.189  0.06
H: -0.957 -3.184 -0.082  0.07
H: -1.995 -1.313 1.008  0.16
H: -0.074 -0.467 1.980  0.14
H: -0.300 0.455 -0.855  0.08
H: -1.745 2.315 0.028  0.11
H: -2.589 1.094 1.118  0.11
H: 0.288 2.263 0.823  0.06
H: 1.823 2.962 0.384  0.08
H: 0.614 2.642 -0.875  0.10
H: 3.004 -1.677 0.524  0.16
N: 1.577 0.275 -1.344  0.05
N: 2.159 -0.881 -1.153  0.04
N: 2.520 -0.894 0.113  -0.04
N: 2.212 0.206 0.785  0.12
O: 0.062 -1.188 1.266  -0.08
O: -2.386 0.503 -0.895  -0.01

***

Of them, the most stable is model one and the least stable is model two.

***

Model one:
Computed, not measured: a structure of composition C31H37NNiO2PSSi2, with ωB97M-V with the def2-TZVPD basis set.

Its spin multiplicity is 2. As for the total charge: -2. The gap between HOMO and LUMO (alpha / beta) comes out at 3.71 / 5.10 eV. The value obtained for the molecular weight is 633.5 g/mol.

Last column: Löwdin charge in e.
Geometry (Å):
Ni: -0.537 -0.661 0.300  0.09
O: -1.064 -1.489 2.489  -0.06
C: -0.016 -0.953 2.086  -0.46
C: 1.119 -0.410 2.736  -0.24
C: 1.277 -0.181 4.145  -0.06
C: 2.451 0.342 4.625  -0.15
C: 3.541 0.639 3.767  -0.15
C: 3.408 0.388 2.385  -0.14
C: 2.230 -0.098 1.869  -0.33
P: 1.804 -0.695 0.208  1.13
C: 2.559 -2.390 0.355  -0.31
C: 1.736 -3.496 0.522  -0.09
C: 2.278 -4.766 0.722  -0.09
C: 3.651 -4.940 0.762  -0.12
C: 4.487 -3.836 0.612  -0.11
C: 3.942 -2.575 0.419  -0.09
C: 3.010 0.022 -0.985  -0.34
C: 3.132 -0.631 -2.217  -0.09
C: 3.893 -0.097 -3.247  -0.10
C: 4.543 1.119 -3.074  -0.12
C: 4.405 1.792 -1.872  -0.10
C: 3.633 1.255 -0.843  -0.11
H: 0.450 -0.409 4.808  0.09
H: 2.552 0.535 5.690  0.08
H: 4.463 1.045 4.166  0.06
H: 4.260 0.566 1.735  0.08
H: 0.665 -3.354 0.487  0.02
H: 1.616 -5.616 0.842  0.10
H: 4.073 -5.928 0.914  0.08
H: 5.564 -3.961 0.654  0.09
H: 4.598 -1.717 0.317  0.10
H: 2.611 -1.571 -2.361  0.11
H: 3.969 -0.623 -4.191  0.09
H: 5.137 1.542 -3.876  0.09
H: 4.896 2.748 -1.729  0.09
H: 3.510 1.812 0.076  0.09
O: -0.969 -0.303 -1.740  -0.21
N: -1.914 -0.919 -2.395  -0.21
C: -2.479 -0.265 -3.432  -0.07
C: -3.463 -0.821 -4.207  -0.11
C: -3.894 -2.112 -3.899  -0.12
C: -3.319 -2.773 -2.844  -0.12
C: -2.300 -2.200 -2.042  -0.69
S: -1.575 -2.968 -0.719  0.67
H: -2.073 0.724 -3.587  0.13
H: -3.883 -0.252 -5.025  0.09
H: -4.673 -2.589 -4.484  0.09
H: -3.628 -3.774 -2.574  0.09
C: -1.915 3.595 -1.054  -0.20
Si: -1.037 2.632 0.327  0.36
C: 0.726 2.473 -0.309  -0.21
C: -0.894 3.882 1.752  -0.20
C: -1.809 1.094 0.880  -0.37
Si: -3.589 0.813 0.728  0.37
C: -4.466 1.466 -0.824  -0.19
C: -4.534 1.660 2.149  -0.21
C: -4.127 -0.996 0.814  -0.20
H: -1.283 4.428 -1.392  0.01
H: -2.872 4.005 -0.719  0.01
H: -2.111 2.944 -1.917  0.01
H: 1.154 3.434 -0.627  0.03
H: 0.753 1.775 -1.154  0.02
H: 1.357 2.060 0.489  0.01
H: -0.421 4.824 1.437  0.01
H: -0.289 3.450 2.561  0.02
H: -1.885 4.113 2.164  0.01
H: -1.619 1.035 1.961  0.01
H: -4.567 2.554 -0.824  0.00
H: -5.473 1.029 -0.869  0.02
H: -3.937 1.176 -1.739  0.00
H: -4.296 2.731 2.172  0.01
H: -4.231 1.229 3.111  0.02
H: -5.625 1.550 2.051  0.01
H: -4.405 -1.373 -0.178  0.01
H: -4.986 -1.135 1.484  0.02
H: -3.297 -1.608 1.180  -0.02

***

Model two:
Computed, not measured: a structure of composition C31H37NNiO2PSSi2, with ωB97M-V with the def2-TZVPD basis set.

Its spin multiplicity is 2. As for the total charge: -2. The gap between HOMO and LUMO (alpha / beta) comes out at 4.16 / 4.47 eV. The value obtained for the molecular weight is 633.5 g/mol.

Last column: Löwdin charge in e.
Geometry (Å):
Ni: 0.546 0.341 -1.349  -0.03
O: 3.347 0.428 -1.926  -0.10
C: 2.483 0.525 -1.052  -0.42
C: 3.050 0.884 0.336  -0.21
C: 4.407 0.953 0.614  -0.05
C: 4.860 1.174 1.901  -0.11
C: 3.949 1.326 2.946  -0.11
C: 2.596 1.276 2.671  -0.10
C: 2.141 1.070 1.366  -0.30
P: 0.374 1.074 0.861  1.08
C: -0.366 0.361 2.405  -0.35
C: -1.070 1.033 3.398  -0.10
C: -1.621 0.339 4.472  -0.11
C: -1.469 -1.036 4.567  -0.12
C: -0.767 -1.721 3.577  -0.09
C: -0.229 -1.029 2.506  -0.10
C: -0.100 2.838 1.055  -0.36
C: 0.757 3.869 1.427  -0.08
C: 0.313 5.186 1.447  -0.10
C: -0.994 5.490 1.103  -0.12
C: -1.860 4.468 0.724  -0.10
C: -1.410 3.160 0.691  -0.11
H: 5.095 0.807 -0.214  0.11
H: 5.926 1.220 2.104  0.08
H: 4.296 1.474 3.962  0.08
H: 1.875 1.397 3.474  0.10
H: -1.193 2.109 3.339  0.09
H: -2.165 0.883 5.238  0.09
H: -1.901 -1.576 5.401  0.08
H: -0.653 -2.797 3.629  0.09
H: 0.294 -1.562 1.716  0.09
H: 1.784 3.638 1.683  0.10
H: 1.000 5.978 1.724  0.09
H: -1.338 6.518 1.114  0.08
H: -2.876 4.693 0.425  0.09
H: -2.071 2.368 0.352  0.11
O: -1.293 0.374 -2.415  -0.22
N: -1.799 1.535 -2.759  -0.20
C: -3.121 1.563 -3.041  -0.05
C: -3.774 2.707 -3.417  -0.11
C: -3.017 3.887 -3.503  -0.13
C: -1.679 3.853 -3.221  -0.12
C: -0.995 2.664 -2.838  -0.70
S: 0.639 2.542 -2.493  0.72
H: -3.590 0.596 -2.935  0.12
H: -4.832 2.671 -3.629  0.08
H: -3.489 4.821 -3.789  0.09
H: -1.071 4.746 -3.273  0.09
C: 1.503 -4.386 0.378  -0.20
Si: 1.660 -3.243 -1.151  0.36
C: 3.439 -2.642 -0.976  -0.20
C: 1.766 -4.443 -2.631  -0.21
C: 0.343 -2.018 -1.352  -0.39
Si: -1.404 -2.457 -1.074  0.38
C: -1.737 -3.991 0.017  -0.21
C: -2.284 -2.899 -2.701  -0.20
C: -2.585 -1.195 -0.256  -0.19
H: 2.502 -4.741 0.646  0.01
H: 0.877 -5.260 0.190  0.00
H: 1.090 -3.869 1.246  0.00
H: 4.084 -3.522 -0.873  0.01
H: 3.571 -2.008 -0.096  0.02
H: 3.760 -2.054 -1.835  0.02
H: 2.534 -5.212 -2.494  0.01
H: 2.007 -3.881 -3.537  0.02
H: 0.805 -4.937 -2.792  0.00
H: 0.394 -1.706 -2.413  -0.01
H: -1.298 -4.904 -0.388  0.01
H: -2.822 -4.126 0.063  0.01
H: -1.375 -3.870 1.039  0.00
H: -1.774 -3.735 -3.189  0.01
H: -2.241 -2.038 -3.371  0.01
H: -3.333 -3.173 -2.547  0.01
H: -2.036 -0.443 0.306  -0.02
H: -3.275 -1.699 0.428  0.01
H: -3.163 -0.664 -1.014  -0.01

***

Of them, the most stable is model two and the least stable is model one.